Record 1
59
Properties=species:S:1:pos:R:3:forces:R:3:nbo_charge:R:1 method="wB97M-V/def2-TZVPD" smiles="CCOC(=O)N1CCC(N2C(=O)c3ccc(C(=O)NCCC(C)C)cc3C2=O)CC1" e_tot_ev=-37995.4383 homo_lumo_gap_ev=8.6
C 7.4987 0.6080 3.1932 -0.303 -0.367 -0.090 -0.623
C 7.1167 -0.7332 2.5957 0.485 0.019 -0.177 -0.061
H 7.1950 -0.7192 1.5028 0.012 -0.044 0.172 0.187
H 7.7619 -1.5356 2.9705 -0.098 0.116 -0.103 0.188
O 5.7662 -1.0155 2.9602 -0.249 0.052 0.084 -0.534
C 5.2980 -2.2099 2.5340 0.094 -0.019 0.168 0.899
O 5.9541 -2.9908 1.8850 0.289 -0.095 -0.259 -0.659
N 4.0311 -2.4456 2.9502 -0.079 0.066 0.109 -0.452
C 3.2008 -1.4818 3.6322 -0.110 0.389 0.026 -0.212
H 3.8136 -0.6314 3.9259 -0.132 -0.120 0.064 0.240
C 2.0527 -1.0311 2.7262 0.009 -0.167 0.194 -0.427
H 2.4565 -0.5208 1.8508 -0.006 0.040 0.032 0.229
H 1.4039 -0.3403 3.2675 -0.032 0.022 0.004 0.215
C 1.2599 -2.2583 2.2725 0.290 0.056 -0.088 -0.040
N 0.1337 -1.8861 1.4323 0.233 -0.109 0.269 -0.475
C 0.2262 -1.2067 0.2270 0.086 0.054 -0.051 0.678
O 1.2415 -0.8017 -0.2802 -0.003 0.021 -0.095 -0.555
C -1.1684 -1.0916 -0.2699 -0.653 -0.152 0.188 -0.065
C -1.6578 -0.5207 -1.4243 -0.061 -0.048 0.125 -0.176
C -3.0376 -0.5753 -1.6412 0.104 -0.177 0.151 -0.115
C -3.8727 -1.2023 -0.7193 -0.009 0.013 -0.030 -0.145
C -3.3760 -1.7686 0.4479 0.178 0.012 0.051 -0.168
C -2.0141 -1.7021 0.6595 -0.026 0.347 -0.676 -0.128
C -1.1758 -2.2170 1.7677 0.031 -0.091 0.193 0.691
O -1.5008 -2.8019 2.7685 -0.135 -0.004 -0.043 -0.546
H -4.0250 -2.2510 1.1617 -0.072 -0.044 0.073 0.237
H -4.9282 -1.2440 -0.9437 -0.069 -0.010 -0.029 0.242
C -3.6783 -0.0178 -2.8787 0.275 0.055 0.104 0.651
O -4.6719 -0.5189 -3.3649 -0.279 -0.065 -0.026 -0.612
N -3.0607 1.0650 -3.3994 0.311 0.191 -0.051 -0.607
H -2.3124 1.5064 -2.8907 -0.081 -0.141 0.059 0.397
C -3.5922 1.7663 -4.5463 -0.421 0.045 -0.184 -0.219
C -4.5828 2.8765 -4.1815 0.397 -0.046 -0.024 -0.406
H -5.4331 2.4315 -3.6630 -0.114 -0.013 -0.024 0.213
H -4.9494 3.2958 -5.1199 -0.070 -0.003 -0.053 0.209
C -3.9805 3.9989 -3.3210 -0.300 0.007 0.018 -0.220
C -4.1524 3.7165 -1.8285 0.210 0.047 -0.161 -0.603
H -3.7369 2.7518 -1.5482 -0.005 -0.071 0.100 0.201
H -3.6592 4.4855 -1.2374 0.023 0.065 0.116 0.208
H -5.2093 3.7156 -1.5702 -0.137 -0.019 0.046 0.206
C -4.6359 5.3370 -3.6616 0.273 -0.156 0.034 -0.597
H -5.7095 5.2837 -3.4954 -0.157 0.011 0.015 0.204
H -4.2316 6.1303 -3.0369 -0.006 0.135 0.058 0.207
H -4.4609 5.5993 -4.7025 -0.028 0.063 -0.114 0.206
H -2.9099 4.0789 -3.5454 0.020 -0.006 -0.017 0.183
H -2.7534 2.1810 -5.1116 -0.057 -0.041 -0.006 0.194
H -4.1057 1.0215 -5.1593 0.159 0.095 -0.019 0.231
H -0.9800 -0.0816 -2.1408 0.066 0.048 -0.084 0.231
C 2.1919 -3.2324 1.5484 -0.007 -0.042 0.270 -0.425
C 3.3355 -3.6237 2.4845 0.065 -0.222 -0.334 -0.217
H 4.0605 -4.2540 1.9679 -0.139 0.015 0.137 0.252
H 2.9387 -4.1647 3.3515 0.031 -0.025 -0.024 0.186
H 2.5981 -2.7484 0.6591 0.001 -0.033 -0.027 0.228
H 1.6427 -4.1242 1.2425 -0.029 -0.018 -0.018 0.217
H 0.8156 -2.7540 3.1453 0.068 0.081 -0.138 0.232
H 2.7917 -1.9549 4.5337 0.037 0.066 0.013 0.186
H 6.8431 1.3873 2.8138 -0.018 0.129 -0.026 0.211
H 7.4094 0.5750 4.2758 0.035 0.046 0.114 0.211
H 8.5246 0.8455 2.9279 0.104 0.044 -0.018 0.216


Record 2
11
Properties=species:S:1:pos:R:3:forces:R:3:nbo_charge:R:1 method="wB97M-V/def2-TZVPD" e_tot_ev=-18572.8848 homo_lumo_gap_ev=10.3
C 0.1324 -0.2202 0.0045 -2.857 1.241 4.941 0.170
C -0.6573 -0.4389 -1.1695 -2.634 -1.270 -1.559 -0.668
N -0.6935 0.4569 1.2656 -0.568 -3.220 -6.213 -0.816
O 2.1070 0.9779 1.2388 0.173 -0.474 -0.791 -0.913
O 0.9813 -1.2099 0.4767 0.318 -0.879 0.029 -0.622
S 1.8401 0.1458 0.0553 0.935 1.090 0.869 1.403
H 0.0418 -0.5513 -1.9514 0.582 0.239 -1.499 0.224
H -1.3368 -1.3789 -1.3167 1.259 1.513 1.210 0.249
H -1.3109 0.4344 -1.2956 0.269 -0.219 -0.409 0.231
H 0.0337 0.5308 1.8764 1.978 1.570 2.448 0.379
H -1.1377 1.2534 0.8160 0.546 0.408 0.974 0.363


Record 3
91
Properties=species:S:1:pos:R:3:forces:R:3:mulliken_charge:R:1 method="wB97M-V/def2-TZVPD" e_tot_ev=-169522.5144 homo_lumo_gap_ev="4.9 / 4.9" total_charge=+1
Cd 0.4840 -0.1761 -0.7387 -1.424 0.891 0.376 0.643
C -1.7624 4.1262 2.3777 -0.116 0.153 0.315 -0.894
N -1.5993 2.8697 1.6630 0.298 -0.047 -0.194 0.739
C -0.5825 2.4505 0.9103 -0.011 -0.001 0.094 -0.128
N -0.8528 1.2418 0.4464 -0.048 -0.154 -0.321 0.192
C -2.0803 0.9630 0.9680 0.026 0.132 0.019 -0.642
N -2.5565 1.9296 1.7077 -0.198 -0.124 0.067 -0.874
C -1.9321 3.9222 3.8684 0.037 -0.099 -0.050 1.018
C -2.8504 4.6903 4.5697 0.009 0.030 -0.090 -0.797
C -3.0101 4.5196 5.9375 -0.018 0.032 0.060 -0.713
C -2.2702 3.5689 6.6145 0.063 -0.050 -0.012 -0.989
C -1.3503 2.7913 5.9136 -0.002 0.089 -0.333 -0.058
C -1.1748 2.9764 4.5445 -0.009 0.016 0.122 -0.355
C -0.5968 1.7678 6.6187 0.179 -0.389 0.723 0.663
N -0.6268 1.4859 7.8829 -0.418 0.571 -0.339 -0.471
N 0.2135 0.4321 8.0807 0.522 -0.558 -0.120 -0.509
C 0.7179 0.1237 6.9281 -0.461 0.381 0.579 0.638
O 0.2430 0.9387 5.9527 0.078 0.001 -0.398 -0.262
C 1.6480 -0.9448 6.6064 0.152 -0.135 -0.252 -0.364
C 2.0891 -1.8167 7.5958 -0.083 0.105 -0.046 -1.006
C 2.9634 -2.8345 7.2533 0.034 -0.038 0.027 -0.594
C 3.3908 -2.9870 5.9435 0.025 -0.026 -0.054 -0.913
C 2.9522 -2.1174 4.9499 -0.015 0.058 -0.015 1.080
C 3.4408 -2.3158 3.5259 0.006 -0.084 0.296 -1.339
N 2.9531 -1.3021 2.6161 -0.366 -0.139 -0.116 1.047
C 1.7268 -1.1622 2.1073 0.153 0.134 0.070 -0.382
N 1.6488 -0.0297 1.4284 0.198 -0.075 0.227 0.379
C 2.9022 0.4929 1.5612 -0.138 -0.063 0.083 -0.732
N 3.7112 -0.2446 2.2764 0.228 0.236 0.081 -0.916
C 2.0830 -1.0956 5.2904 -0.015 0.032 0.079 -0.149
H -2.6420 4.6287 1.9775 0.050 0.020 -0.054 0.431
H -0.8849 4.7387 2.1681 0.014 -0.039 -0.092 0.207
H 0.3175 3.0131 0.7248 -0.036 0.065 0.050 0.375
H -2.6139 0.0455 0.7923 -0.016 0.011 -0.005 0.569
H -3.4495 5.4260 4.0464 -0.012 -0.014 -0.003 0.391
H -3.7279 5.1255 6.4734 -0.001 -0.007 0.001 0.407
H -2.3918 3.4065 7.6764 -0.022 0.020 0.004 0.537
H -0.4495 2.3676 4.0175 -0.030 -0.023 -0.021 0.730
H 1.7396 -1.6856 8.6105 0.021 -0.021 0.013 0.538
H 3.3171 -3.5169 8.0143 -0.007 -0.001 -0.002 0.405
H 4.0747 -3.7895 5.6915 0.001 0.000 0.011 0.467
H 3.1317 -3.2944 3.1557 0.015 0.019 -0.044 0.425
H 4.5276 -2.2659 3.4972 -0.002 -0.008 -0.092 0.431
H 0.9320 -1.8785 2.2352 0.066 -0.078 0.029 0.382
H 3.2073 1.4257 1.1186 0.057 -0.025 -0.040 0.481
H 1.7270 -0.3904 4.5524 0.040 -0.001 -0.042 0.913
F -1.9043 0.6256 -4.8633 0.351 -0.149 0.289 -0.215
C -3.0779 0.7701 -5.4543 -0.014 0.125 -0.464 0.344
C -3.1048 1.1025 -6.7560 0.062 -0.174 0.459 0.166
F -1.9613 1.2268 -7.3977 0.089 0.075 -0.097 -0.287
C -4.3436 1.3416 -7.4592 0.007 0.326 -0.765 0.227
C -5.5398 1.1005 -6.6856 -0.058 -0.168 0.453 0.201
C -5.5027 0.7464 -5.3868 -0.127 0.138 -0.441 0.030
F -6.6356 0.5282 -4.7469 -0.140 0.008 0.038 -0.280
C -4.2662 0.5928 -4.6631 0.061 -0.133 0.794 0.296
C -4.2322 0.3134 -3.3175 -0.074 0.132 -0.820 1.003
C -3.0441 0.0901 -2.5581 0.185 -0.048 0.396 -0.203
N -2.2165 -0.1292 -1.7895 -0.105 -0.010 -0.341 -0.090
C -5.4008 0.2182 -2.5031 -0.247 -0.042 0.233 -0.371
N -6.2794 0.1461 -1.7657 0.072 -0.008 -0.034 -0.469
F -6.7055 1.2322 -7.2793 -0.156 0.007 -0.054 -0.276
C -4.3801 1.8086 -8.7446 0.024 -0.236 0.548 1.141
C -3.2093 2.1057 -9.5068 0.305 0.098 -0.112 -0.139
N -2.3037 2.3972 -10.1509 -0.078 -0.056 0.014 -0.445
C -5.5851 2.0897 -9.4560 -0.302 0.039 -0.175 -0.137
N -6.5044 2.3432 -10.0971 0.071 -0.017 0.059 -0.419
Cl 7.6371 -4.4290 -2.3396 0.068 -0.046 -0.016 -0.195
C 6.1890 -3.5754 -1.9492 -0.185 0.120 0.053 0.455
C 4.9944 -4.2722 -1.8283 0.050 -0.108 -0.010 -0.843
C 3.8352 -3.5846 -1.5166 -0.020 0.079 0.036 -0.376
C 3.8664 -2.2043 -1.3433 -0.006 0.031 -0.057 -0.133
C 5.0704 -1.5167 -1.4661 -0.128 -0.025 -0.021 -0.173
C 6.2350 -2.2002 -1.7625 0.115 0.008 0.000 -0.896
C 2.6073 -1.4583 -1.0830 0.446 -0.329 -0.021 2.172
O 2.5662 -0.2131 -1.3347 0.649 -0.159 -0.108 -1.034
O 1.5963 -2.0788 -0.6346 0.372 -0.312 -0.064 -0.970
H 4.9800 -5.3425 -1.9820 0.010 0.006 0.006 0.432
H 2.8933 -4.1076 -1.4181 0.013 -0.013 0.004 0.455
H 5.0757 -0.4445 -1.3263 0.048 0.006 -0.031 0.431
H 7.1760 -1.6765 -1.8581 0.002 -0.014 0.010 0.431
Br 0.5474 -3.4141 -6.9227 0.019 0.044 0.156 -0.107
C 0.4907 -2.4867 -5.2831 -0.009 -0.020 -0.053 0.152
C -0.3370 -2.9253 -4.2594 0.039 -0.031 -0.066 -0.818
C -0.3800 -2.1800 -3.0972 -0.092 -0.006 -0.122 -0.441
N 0.3202 -1.0574 -2.9229 -0.102 -0.018 -0.201 0.746
C 1.1376 -0.6693 -3.9020 -0.023 0.115 -0.077 -0.715
C 1.2616 -1.3517 -5.0994 -0.055 -0.025 -0.076 -0.737
H -0.9277 -3.8237 -4.3657 -0.012 0.012 0.027 0.535
H -1.0195 -2.4877 -2.2800 0.023 -0.013 0.016 0.492
H 1.7138 0.2291 -3.7240 0.033 -0.036 0.024 0.522
H 1.9304 -0.9998 -5.8713 -0.007 0.034 0.021 0.532


Record 4
46
Properties=species:S:1:pos:R:3:forces:R:3:nbo_charge:R:1 method="wB97M-V/def2-TZVPD" e_tot_ev=-39955.9723 homo_lumo_gap_ev=6.9 total_charge=-1
N -1.1310 3.1567 3.5872 0.255 -0.451 0.016 -0.904
C -1.5753 2.2745 2.4359 -0.526 -0.410 -0.177 -0.137
C -2.3708 3.2009 1.3382 -0.114 -0.424 -0.406 -0.405
C -1.4221 4.2526 0.5068 -0.898 0.360 -0.762 -0.438
C -1.4590 5.6802 1.3121 -1.456 -0.450 0.700 -0.651
S 0.1397 6.6587 1.2346 4.146 1.513 -4.204 2.107
O 1.4270 5.8018 1.1494 -5.060 2.718 1.253 -0.842
O 0.0866 7.6698 0.0338 -0.556 -3.386 4.667 -0.900
O 0.1861 7.6092 2.6837 -1.980 -1.867 -0.807 -0.859
C -0.3352 1.4392 1.7177 3.636 -4.181 -2.663 0.713
O 0.9074 1.9398 1.6406 -6.102 -1.143 0.946 -0.740
O -0.5814 0.1023 1.1514 0.099 6.658 2.979 -0.852
H -0.1455 3.4856 3.4877 -0.967 -0.779 -0.202 0.390
H -1.2166 2.6763 4.5129 0.258 0.399 -1.464 0.363
H -2.3913 1.5315 2.8904 1.961 1.402 -1.234 0.208
H -3.2257 3.7782 1.9289 1.803 -1.060 -1.271 0.193
H -2.9061 2.5215 0.5237 1.243 1.230 1.863 0.230
H -1.9548 4.4500 -0.5422 1.203 -0.354 2.270 0.209
H -0.3513 3.8528 0.2496 -1.972 0.727 1.026 0.297
H -2.3428 6.3616 0.8948 2.300 -1.191 0.778 0.259
H -1.7214 5.4687 2.4430 0.931 0.320 -2.119 0.267
H -0.6673 7.4404 3.2179 1.830 0.215 -1.286 0.494
C -1.0052 -5.6521 -0.7047 -0.137 0.391 -0.426 -0.243
O -1.1256 -4.3363 -1.2290 0.017 -0.703 0.375 -0.565
C -0.7422 -3.3223 -0.2928 0.291 0.889 -0.343 -0.074
C 0.5579 -2.6359 -0.7436 -0.233 -0.423 0.466 -0.260
N 1.7077 -3.5385 -0.6171 -0.009 -0.026 -0.272 -0.624
C 2.9226 -3.0369 -1.2687 -0.227 -0.341 -0.068 -0.248
C 2.8793 -2.8571 -2.7996 0.526 0.007 0.289 -0.086
O 2.7704 -4.0837 -3.5231 -0.382 0.304 0.018 -0.556
C 1.4382 -4.5594 -3.6805 0.372 -0.098 -0.247 -0.245
H -1.4597 -6.3458 -1.4173 0.016 0.134 0.008 0.179
H 0.0452 -5.9268 -0.5844 0.055 -0.130 0.214 0.157
H -1.5292 -5.7442 0.2514 0.085 -0.036 0.047 0.168
H -0.6574 -3.7108 0.7296 0.102 -0.092 -0.201 0.175
H -1.5447 -2.5762 -0.2956 0.196 -0.023 0.073 0.206
H 0.7282 -1.7480 -0.1263 -0.133 0.004 -0.021 0.257
H 0.4203 -2.3147 -1.7798 -0.198 0.142 -0.073 0.155
H 1.4726 -4.4372 -1.0340 0.080 0.262 0.111 0.338
H 3.7177 -3.7551 -1.0362 0.015 0.105 -0.136 0.190
H 3.2113 -2.0885 -0.8015 -0.140 -0.005 -0.092 0.205
H 3.8410 -2.4235 -3.0990 -0.064 -0.102 0.005 0.182
H 2.1171 -2.1400 -3.1214 -0.157 -0.157 0.059 0.169
H 0.7083 -3.7450 -3.7511 0.088 -0.090 0.164 0.180
H 1.1833 -5.2346 -2.8652 -0.293 0.031 0.084 0.160
H 1.3940 -5.1398 -4.6084 0.097 0.109 0.066 0.175


Record 5
72
Properties=species:S:1:pos:R:3:forces:R:3:nbo_charge:R:1 method="wB97M-V/def2-TZVPD" smiles="COC(=O)CCC(=O)N1CCOCCOCCN(C(=O)CCC(=O)OC)CCOCCOCC1" e_tot_ev=-46885.9712 homo_lumo_gap_ev=9.3
C 2.3981 0.0329 2.2724 0.223 -0.157 -0.341 -0.282
H 3.1611 0.2248 3.0227 -0.039 -0.016 0.000 0.192
H 2.3074 -1.0383 2.0854 0.039 0.031 0.048 0.189
H 2.6394 0.5480 1.3400 -0.029 -0.098 0.151 0.231
O 1.1789 0.5341 2.8146 -0.070 0.130 0.291 -0.515
C 0.0570 0.2360 2.1638 -0.109 0.236 0.265 0.853
O 0.0277 -0.4292 1.1576 0.044 0.001 -0.184 -0.654
C -1.1407 0.8293 2.8709 -0.111 -0.196 -0.006 -0.503
C -2.4358 0.1243 2.4613 0.443 -0.073 0.069 -0.501
H -2.7386 0.4566 1.4751 -0.117 0.026 -0.059 0.230
C -2.1956 -1.3787 2.5143 -0.570 0.164 -0.165 0.708
O -1.5162 -1.8677 3.4005 0.334 0.006 0.267 -0.658
N -2.7662 -2.1514 1.5552 -0.033 -0.317 -0.010 -0.444
C -3.5628 -1.6361 0.4631 -0.045 0.449 -0.329 -0.226
H -4.3137 -0.9395 0.8458 0.017 -0.051 -0.089 0.214
H -4.0908 -2.4802 0.0178 -0.015 0.068 0.100 0.210
C -2.7280 -0.9079 -0.6080 0.037 -0.137 0.064 -0.112
O -3.2982 0.3647 -0.8843 -0.321 -0.156 0.101 -0.547
C -2.3662 1.3180 -1.3297 0.252 0.021 -0.419 -0.081
C -1.6872 0.9586 -2.6585 -0.264 0.190 0.234 -0.097
O -0.6302 0.0617 -2.3962 0.133 0.027 0.184 -0.560
C 0.2124 -0.2351 -3.4836 0.226 0.065 -0.166 -0.081
H -0.3496 -0.2395 -4.4271 0.038 -0.030 0.018 0.173
H 0.6045 -1.2380 -3.2976 -0.048 0.081 -0.135 0.214
C 1.3957 0.7449 -3.6044 -0.534 -0.140 0.008 -0.235
N 2.2112 0.7663 -2.4126 0.150 -0.132 -0.059 -0.430
C 2.2034 1.7357 -1.4677 -0.228 0.181 -0.552 0.704
O 2.8652 1.6296 -0.4486 0.143 0.083 0.354 -0.665
C 1.3914 2.9940 -1.7423 0.128 0.153 0.367 -0.499
C 1.6774 4.0404 -0.6691 -0.032 -0.314 -0.002 -0.487
C 1.1163 3.6219 0.6732 0.187 0.257 -0.239 0.826
O 0.1003 2.9936 0.8330 -0.130 -0.141 0.029 -0.639
O 1.8589 4.1060 1.6646 0.284 0.161 -0.108 -0.500
C 1.4212 3.8420 2.9931 -0.268 -0.157 0.260 -0.273
H 1.3929 2.7675 3.1790 0.004 0.133 -0.003 0.213
H 2.1422 4.3250 3.6474 -0.034 -0.002 -0.039 0.196
H 0.4243 4.2601 3.1510 0.073 -0.017 0.022 0.186
H 1.2021 4.9869 -0.9385 0.020 0.000 0.030 0.233
H 2.7485 4.2035 -0.5562 -0.084 0.063 -0.030 0.244
H 1.6472 3.4026 -2.7215 -0.105 -0.060 -0.009 0.224
H 0.3308 2.7392 -1.7154 -0.021 0.001 -0.155 0.243
C 3.0318 -0.4020 -2.1399 0.088 -0.193 0.373 -0.247
C 2.3569 -1.4533 -1.2467 0.125 0.097 0.042 -0.086
O 1.9712 -2.5558 -2.0547 0.007 0.070 -0.227 -0.556
C 1.1975 -3.5282 -1.3819 -0.320 -0.189 0.131 -0.089
C -0.2899 -3.1315 -1.3696 0.386 0.165 -0.129 -0.087
O -1.1076 -3.9261 -0.5457 -0.186 -0.107 -0.060 -0.553
C -0.9646 -3.7244 0.8509 -0.158 -0.151 0.357 -0.081
C -2.3389 -3.5385 1.5186 0.487 -0.203 0.112 -0.240
H -3.0785 -4.1343 0.9838 -0.012 0.012 0.029 0.206
H -2.2682 -3.8803 2.5540 -0.042 -0.063 -0.168 0.231
H -0.4747 -4.6059 1.2841 -0.016 0.096 -0.018 0.174
H -0.3528 -2.8430 1.0611 0.040 -0.028 0.010 0.201
H -0.7008 -3.2438 -2.3766 0.072 0.128 0.020 0.183
H -0.3524 -2.0788 -1.0776 -0.033 -0.014 -0.069 0.188
H 1.3424 -4.4642 -1.9277 -0.034 0.026 0.134 0.188
H 1.5590 -3.6614 -0.3541 -0.003 -0.030 -0.012 0.167
H 3.0647 -1.8040 -0.4822 -0.073 0.021 -0.038 0.172
H 1.4957 -1.0066 -0.7383 0.062 -0.018 0.041 0.211
H 3.9375 -0.0426 -1.6460 -0.070 -0.115 -0.136 0.234
H 3.2964 -0.8764 -3.0861 0.020 0.038 0.001 0.213
H 2.0169 0.4229 -4.4475 -0.061 0.090 0.000 0.204
H 1.0253 1.7466 -3.8165 0.048 -0.039 -0.042 0.207
H -2.4186 0.4968 -3.3391 0.049 0.073 0.034 0.180
H -1.3152 1.8797 -3.1303 0.003 -0.022 0.013 0.164
H -1.5784 1.4719 -0.5774 -0.050 0.056 -0.048 0.198
H -2.9398 2.2397 -1.4525 0.127 -0.004 -0.014 0.192
H -2.6834 -1.4999 -1.5283 0.069 0.026 0.038 0.176
H -1.7111 -0.7665 -0.2313 -0.110 -0.091 -0.052 0.218
H -3.2260 0.3751 3.1725 -0.033 -0.003 -0.061 0.237
H -0.9646 0.7354 3.9426 -0.010 0.038 -0.069 0.243
H -1.1826 1.8878 2.6087 0.057 -0.003 0.044 0.257